No. 1
Formula: C13H23BrIN5O2Pt
Source: OMol25
Level of theory: ωB97M-V/def2-TZVPD

Properties
HOMO-LUMO gap (alpha / beta), Ha: 0.315 / 0.260
Net charge: +2
Spin multiplicity: 3
HOMO energy (alpha / beta), eV: -14.3 / -14.6
<S²>: 2.005

Each line ends with the Mulliken spin population.
CARTESIAN COORDINATES (ANGSTROEM)
Pt  1.2328  0.0913  -0.0357  1.387
N  -2.1284  2.3732  0.5361  0.001
C  -1.2828  3.4173  1.2144  -0.002
C  -0.7136  2.9280  2.5465  0.011
C  0.6203  2.1772  2.5031  -0.041
N  0.4909  0.7527  2.0498  0.169
C  1.6583  2.9180  1.6654  0.056
C  1.1858  3.3199  0.2700  -0.026
N  1.2911  2.1777  -0.7093  0.148
C  -0.1946  3.9987  0.3025  0.006
H  -2.8063  1.9683  1.1826  -0.001
H  -1.5976  1.5691  0.0839  -0.011
H  -2.6823  2.7933  -0.2110  0.000
H  -1.9888  4.2151  1.4277  0.000
H  -1.4626  2.3511  3.0997  -0.003
H  -0.5411  3.8238  3.1465  0.001
H  0.9861  2.1663  3.5275  -0.002
H  -0.4708  0.4322  2.0710  -0.007
H  0.9940  0.1406  2.6838  -0.008
H  2.5523  2.2964  1.5773  -0.012
H  1.9647  3.8177  2.2043  0.000
H  1.8687  4.0854  -0.0906  -0.001
H  2.1527  2.2821  -1.2340  0.002
H  0.5405  2.2075  -1.3915  -0.003
H  -0.5750  4.1663  -0.7117  -0.002
H  -0.0047  4.9961  0.7020  0.000
N  0.6849  -1.1577  -2.0902  0.085
N  -0.6641  -1.4529  -1.8298  0.000
C  -1.4375  -0.5568  -1.1309  -0.005
O  -2.6169  -0.7164  -0.9351  0.026
O  -0.7448  0.5133  -0.7060  0.155
H  0.7850  -0.6918  -2.9861  -0.007
H  1.2092  -2.0235  -2.1228  -0.010
H  -1.1171  -2.2139  -2.3113  0.002
Br  3.7233  -2.0209  4.1335  0.000
C  4.6139  -1.3703  2.6133  0.015
C  5.8926  -0.8516  2.7655  -0.001
C  6.5825  -0.3578  1.6684  0.009
C  6.0110  -0.3824  0.4044  -0.008
C  4.7395  -0.9085  0.2337  -0.014
C  4.0523  -1.3873  1.3432  0.049
I  2.1345  -2.2068  1.0362  0.057
H  6.3426  -0.8401  3.7498  0.000
H  7.5815  0.0389  1.8042  0.001
H  6.5610  -0.0140  -0.4532  0.000
H  4.3054  -0.9771  -0.7541  -0.015

***

No. 2
Formula: C13H23BrNPTc
Source: OMol25
Level of theory: ωB97M-V/def2-TZVPD

Properties
HOMO-LUMO gap (alpha / beta), Ha: 0.250 / 0.239
Net charge: +2
Spin multiplicity: 4
HOMO energy (alpha / beta), eV: -15.3 / -15.7
<S²>: 3.803

Each line ends with the Mulliken spin population.
CARTESIAN COORDINATES (ANGSTROEM)
C  0.5631  -1.1198  -3.2932  -0.009
C  1.5508  -0.7604  -2.3771  0.006
C  1.3127  -0.7941  -0.9831  -0.061
C  0.0154  -1.1162  -0.5484  -0.068
C  -1.0160  -1.2456  -1.4821  -0.045
C  -0.7253  -1.3656  -2.8364  0.002
C  2.4582  -0.6018  -0.0442  0.094
C  3.1074  0.8104  0.1973  -0.018
N  2.2847  1.9379  0.4788  0.727
Tc  -0.6028  -2.0741  1.2636  1.990
C  -2.4230  -1.4097  -0.9845  0.067
P  -2.4279  -0.9273  0.8118  -0.117
H  2.5597  -0.5253  -2.7306  0.000
H  -1.5289  -1.6627  -3.5021  -0.003
H  0.7960  -1.2680  -4.3434  0.000
H  -2.7165  -2.4675  -1.0631  0.046
H  -3.1733  -0.7937  -1.4947  0.012
H  2.1771  -0.9779  0.9561  -0.008
H  3.2793  -1.2539  -0.3905  -0.003
H  3.7764  0.7022  1.0737  0.012
C  -4.0533  -1.0355  1.4800  -0.007
C  -2.2073  0.8812  0.5802  0.002
H  3.7307  1.0846  -0.6751  0.028
C  1.5418  2.5490  -0.5712  -0.001
C  2.0752  2.4019  1.8291  -0.013
H  -1.4050  -1.7991  2.7900  0.003
H  2.0345  3.4844  -0.8841  0.044
H  1.4552  1.8555  -1.4256  0.013
H  0.5326  2.8274  -0.2221  0.022
H  2.7056  3.2869  2.0257  0.046
H  1.0258  2.7160  1.9790  0.022
H  2.3541  1.6166  2.5458  0.011
H  -3.1187  1.2801  0.1094  0.000
H  -2.0257  1.3442  1.5631  -0.002
H  -1.3376  1.1075  -0.0500  0.001
H  -4.8010  -0.7809  0.7189  0.003
H  -4.2641  -2.0364  1.8494  0.000
H  -4.1250  -0.3397  2.3238  0.001
H  -0.7971  -1.2211  2.7147  -0.032
Br  1.4122  -2.3092  2.6110  0.234

***

No. 3
Formula: C13H23Cl3O2Pt
Source: OMol25
Level of theory: ωB97M-V/def2-TZVPD

Properties
HOMO-LUMO gap (alpha / beta), Ha: 0.152 / 0.216
Net charge: -2
Spin multiplicity: 5
HOMO energy (alpha / beta), eV: 1.1 / -0.8
<S²>: 6.024

Each line ends with the Mulliken spin population.
CARTESIAN COORDINATES (ANGSTROEM)
C  -1.3540  0.6879  -1.3967  0.113
C  -1.4589  -0.6068  -2.0137  0.255
C  -0.2009  -1.2415  -1.9274  0.106
C  -2.6543  -1.1633  -2.6578  -0.014
C  0.7528  -0.3658  -1.3526  0.151
C  0.0776  0.8567  -1.0316  0.278
C  0.7408  2.1592  -0.8281  -0.007
C  -2.2953  1.8078  -1.5615  0.026
C  0.0953  -2.6169  -2.4132  0.010
C  2.2096  -0.6027  -1.2357  -0.013
Pt  -1.3213  0.1101  0.9643  1.507
Cl  -1.7118  -2.1108  0.7803  0.092
Cl  -3.6855  0.1156  0.9323  0.215
Cl  1.6799  -2.5424  1.7847  0.140
H  -3.4857  -0.4774  -2.5042  -0.001
H  -2.9546  -2.1119  -2.2094  0.017
H  -2.5145  -1.3310  -3.7341  0.027
H  -0.5233  -3.3577  -1.8601  0.003
H  1.1575  -2.8869  -2.2356  0.001
H  -0.1053  -2.7672  -3.4974  0.000
H  2.4202  -1.6391  -0.9862  0.012
H  2.6080  0.0199  -0.4377  -0.008
H  2.7544  -0.3540  -2.1528  0.024
H  1.7072  2.0419  -0.3002  0.002
H  0.0892  2.8382  -0.2564  0.013
H  0.9486  2.6443  -1.8003  0.015
H  -3.3199  1.4506  -1.4172  0.003
H  -2.2266  2.2787  -2.5504  0.010
H  -2.0814  2.5548  -0.7925  0.001
O  -1.3971  2.1083  1.3616  0.141
H  -0.4943  2.1843  1.7277  -0.006
C  2.7362  0.5291  3.0004  0.102
C  1.2950  0.1490  2.7439  0.443
C  0.4560  0.0841  3.9830  0.086
O  0.8091  0.6422  1.6668  0.240
H  2.7310  1.6188  3.2046  -0.008
H  3.3003  0.3336  2.0829  0.009
H  3.1574  -0.0119  3.8535  0.002
H  1.3271  -1.2866  2.2309  0.000
H  0.3672  1.1195  4.3821  -0.007
H  -0.5407  -0.2780  3.7203  0.011
H  0.9050  -0.5828  4.7332  0.008

***

No. 4
Formula: C13H23Cl9O20S5
Source: OMol25
Level of theory: ωB97M-V/def2-TZVPD

Properties
HOMO-LUMO gap, Ha: 0.379
Spin multiplicity: 1
HOMO energy, eV: -10.6
SMILES: O=S1(=O)OCCO1.O=S1(=O)OCCO1.O=S1(=O)OCCO1.O=S1(=O)OCCO1.O=S1(=O)OCCO1.ClC(Cl)Cl.ClC(Cl)Cl.ClC(Cl)Cl

Each line ends with the natural charge from an NBO analysis.
CARTESIAN COORDINATES (ANGSTROEM)
O  4.7592  -2.5138  5.7242  -0.900
S  4.6546  -1.7798  4.5220  2.561
O  5.7765  -1.0610  4.0480  -0.914
O  4.0882  -2.7334  3.3952  -0.707
C  3.0056  -2.1021  2.6373  -0.099
C  2.3925  -1.1858  3.6697  -0.109
O  3.4166  -0.7663  4.5703  -0.676
H  3.5142  -1.6407  1.7939  0.203
H  2.3485  -2.9266  2.3796  0.215
H  1.7124  -1.7795  4.2901  0.194
H  1.7891  -0.3723  3.2731  0.230
O  1.6662  2.9752  4.1251  -0.906
S  0.3097  2.6570  4.3725  2.560
O  -0.0364  1.8351  5.4660  -0.899
O  -0.5758  3.9815  4.3935  -0.694
C  -1.0663  4.2527  3.0665  -0.106
C  -1.4528  2.8727  2.5921  -0.102
O  -0.3233  2.0721  3.0440  -0.699
H  -1.9078  4.9341  3.1433  0.212
H  -0.2552  4.6892  2.4843  0.205
H  -1.3972  2.6229  1.5357  0.225
H  -2.3671  2.4740  3.0308  0.200
O  1.3377  2.3832  0.0464  -0.905
S  2.0884  1.3423  -0.5486  2.572
O  2.7424  0.3611  0.2199  -0.895
O  1.2454  0.7059  -1.7265  -0.720
C  1.2302  1.5730  -2.8796  -0.111
C  2.4929  2.4659  -2.7182  -0.112
O  3.1673  1.9765  -1.5700  -0.681
H  1.1677  0.9289  -3.7530  0.233
H  0.2982  2.1389  -2.8472  0.204
H  2.1797  3.5001  -2.5999  0.205
H  3.1405  2.2977  -3.5733  0.213
O  -1.1626  -3.0516  2.0121  -0.899
S  -1.2983  -1.7302  1.5272  2.572
O  -1.1058  -0.6085  2.3700  -0.908
O  -0.3639  -1.4859  0.2430  -0.717
C  -1.1167  -1.3838  -0.9688  -0.114
C  -2.5185  -1.0084  -0.5422  -0.117
O  -2.6853  -1.6433  0.7630  -0.714
H  -0.6766  -0.5777  -1.5492  0.227
H  -1.0984  -2.2971  -1.5609  0.207
H  -3.2769  -1.4972  -1.1387  0.235
H  -2.7160  0.0375  -0.3260  0.205
O  1.3657  -3.8746  -4.5495  -0.881
S  1.5670  -2.7597  -3.7197  2.574
O  0.8368  -1.5594  -3.9622  -0.955
O  1.3834  -3.1794  -2.2039  -0.690
C  2.2750  -2.4043  -1.3839  -0.120
C  3.3811  -1.8643  -2.2871  -0.101
O  3.1080  -2.4275  -3.5976  -0.688
H  1.6976  -1.5779  -0.9787  0.215
H  2.4955  -3.0109  -0.5096  0.218
H  4.3850  -2.1736  -2.0223  0.224
H  3.2661  -0.7913  -2.4103  0.199
Cl  -5.9460  -1.6266  -0.3458  0.027
C  -5.6105  -3.2702  0.1361  -0.291
Cl  -4.2651  -3.9813  -0.7736  0.008
Cl  -7.0300  -4.3004  0.0118  0.031
H  -5.2856  -3.2903  1.1683  0.237
Cl  -1.9344  5.1953  -2.2741  0.010
C  -2.9518  3.9037  -1.5896  -0.275
Cl  -3.8039  4.5097  -0.1861  0.038
Cl  -1.8942  2.5523  -1.1141  -0.006
H  -3.6125  3.5630  -2.3753  0.239
Cl  -2.0730  1.4196  -4.7030  0.024
C  -3.3861  0.2822  -4.4404  -0.265
Cl  -4.3557  0.9010  -3.0849  -0.005
Cl  -2.7294  -1.2946  -3.9289  0.016
H  -4.0056  0.1267  -5.3122  0.243

***

No. 5
Formula: C13H23FN3O6S2
Source: OMol25
Level of theory: ωB97M-V/def2-TZVPD

Properties
HOMO-LUMO gap, Ha: 0.260
Net charge: +1
Spin multiplicity: 1
HOMO energy, eV: -11.6

Each line ends with the natural charge from an NBO analysis.
CARTESIAN COORDINATES (ANGSTROEM)
C  -1.9790  2.8050  2.4188  -0.277
C  -2.7587  2.0981  1.6166  -0.354
C  -2.5822  0.6244  1.5675  0.787
O  -2.4997  0.0276  2.6260  -0.677
O  -2.5057  -0.0580  0.4503  -0.467
C  -3.0422  0.6141  -0.7162  -0.087
C  -2.1825  1.5971  -1.5143  -0.435
C  -1.1284  1.0325  -2.4988  -0.397
C  0.1839  0.5112  -1.9174  -0.389
C  1.1840  1.6364  -1.5674  -0.427
C  1.6735  1.3340  -0.1713  -0.203
N  2.3518  -0.0045  -0.0302  -0.682
C  2.1129  -0.4656  1.3519  -0.242
C  1.1261  -1.6210  1.3220  -0.538
S  1.7889  -3.1196  0.5634  0.299
C  1.1386  -3.0816  -1.0540  0.316
N  0.1254  -2.4129  -1.3617  -0.354
N  -0.0713  -2.6139  -2.7246  -0.294
C  0.8242  -3.4026  -3.0832  0.302
O  1.6418  -3.7629  -2.0902  -0.399
S  3.9640  0.1080  -0.3593  2.560
O  4.1831  0.9662  -1.4463  -0.906
O  4.4746  -1.1906  -0.4420  -0.908
F  4.5901  0.7769  0.8987  -0.479
H  -2.3936  3.6524  2.9362  0.221
H  -0.9519  2.5239  2.5561  0.195
H  -3.4926  2.5709  0.9904  0.243
H  -3.3018  -0.1786  -1.3982  0.218
H  -3.9693  1.1009  -0.4399  0.186
H  -2.8929  2.1424  -2.1235  0.232
H  -1.6908  2.3277  -0.8766  0.203
H  -1.5853  0.2439  -3.0866  0.215
H  -0.8955  1.8172  -3.2104  0.209
H  -0.0563  0.0206  -0.9883  0.186
H  0.6425  -0.2072  -2.5754  0.226
H  1.9771  1.6415  -2.2979  0.242
H  0.6676  2.5882  -1.5043  0.206
H  2.2728  2.1456  0.2408  0.209
H  0.7598  1.2679  0.4046  0.183
H  1.7569  0.3593  1.9582  0.200
H  3.0082  -0.8216  1.8451  0.228
H  0.2136  -1.3018  0.8582  0.254
H  0.9172  -1.8928  2.3454  0.196
H  0.8914  -3.7373  -4.0949  0.220
O  -0.9418  -2.2351  4.0721  -0.783
H  -0.6981  -1.6156  4.7829  0.575
H  -1.4745  -1.7771  3.3436  0.610
H  -1.3756  -3.0335  4.4244  0.576

***

F_max for the records above, in order: 0.016 0.080 0.062 0.038 0.049 Eh/bohr
Calculated total energy for the records above, in order: -106774.503 -96854.324 -58760.770 -221677.248 -54986.066 eV